The following is a DFT calculation (ωB97M-V with the def2-TZVPD basis set) of an isolated molecule of C5H6N2O2 at a distorted geometry.

## Properties
ΔE to the lowest compared entry with this formula, charge and spin   6.277 eV
HOMO level (spin up / spin down)   -9.67 / -9.67 eV
SMILES   CC(C)=C(C#N)[N+](=O)[O-]
Molecular weight   126.11 g mol⁻¹
Total charge   0
E_LUMO (spin up / spin down)   -1.4381 / -1.4377 eV

XYZ file:
```
15
C5H6N2O2 | the Open Molecules 2025 dataset | ωB97M-V with the def2-TZVPD basis set
C 0.54 -0.68 1.99
C 0.71 -0.58 0.64
C -0.34 0.29 -0.26
C -0.25 0.39 -1.73
C -1.56 0.83 0.48
N 0.46 -0.67 3.12
N 1.92 -1.03 0.05
O 2.71 -1.67 0.71
O 2.10 -0.68 -1.10
H 0.84 0.56 -1.86
H -0.38 -0.61 -1.96
H -1.11 1.07 -2.06
H -2.27 1.33 -0.16
H -2.02 -0.09 1.02
H -1.34 1.55 1.13
```